1.
The following is a DFT calculation (ωB97M-V/def2-TZVPD) of a cluster of 15 separate species, C43H74N14O4S in total in a non-equilibrium geometry.

```
136
Properties=species:S:1:pos:R:3:mulliken_charge:R:1
S -5.663 -1.013 -0.193 0.78
O -5.350 -2.159 0.981 -0.30
O -5.169 0.425 0.362 -0.29
O -7.107 -0.957 -0.189 -0.56
O -3.991 -2.059 1.412 -0.17
N 4.025 -2.435 -5.705 -0.41
N 8.787 0.909 6.888 -0.40
N 1.438 8.195 5.166 -0.40
N 0.214 -0.296 -1.855 -0.49
N 2.419 -4.485 4.116 -0.41
N -2.363 5.108 4.529 -0.44
N -1.158 -0.680 -6.862 -0.50
N 5.934 1.709 4.484 -0.42
N 5.917 3.790 -0.842 -0.42
N 3.002 3.355 -5.319 -0.41
N 5.536 -6.830 -2.225 -0.37
N -3.311 -3.993 -2.847 -0.50
N -7.953 -6.350 -5.704 -0.44
N -4.146 -5.125 -6.683 -0.42
C 3.298 1.705 1.068 -0.58
C -5.916 -4.147 -2.857 -0.67
C -5.729 2.099 2.107 -0.95
C -2.031 -1.000 -6.190 0.32
C 5.146 0.123 1.758 -0.49
C -5.635 -4.941 -8.817 -0.78
C 1.780 -4.349 3.173 0.26
C 1.110 2.972 0.780 -0.84
C 4.082 0.431 0.677 -0.80
C 8.425 2.440 4.251 -0.99
C 1.874 3.154 -5.285 0.34
C -4.749 3.243 1.716 -1.07
C -2.403 2.420 2.456 -0.55
C -7.234 -7.182 -5.373 0.37
C -6.310 -8.233 -4.955 -0.78
C 2.878 -2.472 -5.740 0.27
C 6.554 0.361 8.115 -0.78
C 0.440 2.904 -5.242 -0.47
C -4.457 -4.067 -2.859 0.53
C 5.418 -5.761 -2.626 0.30
C 4.563 -0.723 2.916 -1.03
C -1.321 5.160 5.009 0.52
C -0.932 -0.336 -1.827 0.16
C -2.608 -3.943 1.937 -1.39
C -0.956 2.937 2.278 -0.83
C 0.952 -4.174 1.982 -0.54
C -4.797 -5.042 -7.625 0.38
C -3.134 -1.409 -5.324 -0.07
C 2.576 9.070 7.344 -0.75
C -3.200 -3.101 0.807 0.43
C 0.011 5.214 5.605 -0.74
C 1.419 -2.530 -5.786 -0.52
C 7.031 2.031 4.381 0.47
C 5.267 -4.401 -3.139 -0.66
C 1.813 1.604 0.729 -0.26
C 1.936 8.579 6.126 0.38
C 4.012 4.313 -2.552 -0.74
C 5.065 4.010 -1.579 0.39
C -3.317 2.882 1.323 -0.16
C -2.388 -0.397 -1.792 0.37
C -5.352 0.664 1.780 -0.39
C -0.421 2.786 0.848 -0.41
C 7.813 0.667 7.444 0.35
H 1.393 3.536 -0.110 0.29
H 6.250 -0.656 7.876 0.26
H -5.321 -8.032 -5.363 0.26
H -5.898 2.104 3.185 0.34
H 5.224 -4.413 -4.226 0.23
H -2.881 3.809 0.940 0.55
H -6.661 -9.197 -5.317 0.33
H -6.331 -3.264 -3.339 0.27
H 1.453 3.474 1.689 0.39
H -1.914 -4.672 1.528 0.32
H 3.377 1.870 2.146 0.37
H 0.759 4.971 4.853 0.24
H 6.676 0.457 9.192 0.31
H 0.216 1.959 -5.733 0.09
H -4.678 3.902 2.583 0.36
H 2.022 9.921 7.733 0.26
H -4.453 0.336 2.300 0.21
H -2.733 -1.295 -2.300 -0.39
H 0.204 6.213 5.982 0.11
H 4.450 4.543 -3.519 0.39
H -0.875 3.531 0.189 0.61
H -6.168 0.032 2.141 0.69
H 8.614 2.822 3.249 0.33
H 1.106 -3.418 -6.332 0.29
H -6.197 -4.010 -8.793 0.26
H 3.624 -1.160 2.576 0.24
H 6.055 -0.300 1.330 0.46
H 0.196 -4.953 1.954 0.23
H -3.436 -4.455 2.428 0.37
H -0.906 3.996 2.542 0.23
H -2.383 -2.595 0.286 -0.01
H -5.010 -4.961 -9.707 0.31
H 4.601 0.571 -0.271 0.33
H -3.698 -2.211 -5.797 0.18
H 3.761 2.570 0.586 0.18
H -2.759 2.763 3.430 0.35
H 1.315 0.983 1.482 0.28
H 9.075 1.593 4.449 0.32
H -6.279 -4.194 -1.831 0.30
H -2.331 1.329 2.525 0.23
H 5.263 -1.514 3.190 0.34
H 5.421 1.093 2.169 0.12
H -5.194 3.802 0.893 0.41
H 0.110 2.857 -4.211 0.18
H 3.351 3.458 -2.662 0.10
H 1.023 -1.649 -6.285 0.16
H -2.805 0.481 -2.285 0.56
H 4.400 -0.135 3.815 0.27
H 8.639 3.221 4.976 0.32
H 3.347 -0.376 0.622 0.47
H 6.110 -3.791 -2.825 0.27
H -3.267 2.163 0.503 -0.10
H -2.734 -0.419 -0.759 -0.23
H 5.785 1.052 7.773 0.26
H -6.332 -5.776 -8.846 0.27
H 1.635 1.190 -0.266 0.15
H -6.688 2.294 1.625 0.31
H -3.780 -3.703 0.115 0.14
H -0.255 2.421 2.944 0.46
H -2.744 -1.771 -4.376 -0.24
H 0.076 4.496 6.422 0.33
H 3.597 9.376 7.124 0.27
H 1.567 -4.239 1.087 0.33
H -0.683 1.813 0.416 -0.03
H -3.795 -0.562 -5.140 0.30
H 4.349 -3.961 -2.755 0.21
H -0.087 3.707 -5.755 0.29
H 0.466 -3.200 2.011 0.14
H -2.126 -3.293 2.664 0.37
H 3.437 5.170 -2.203 0.29
H 2.594 8.281 8.094 0.27
H -6.245 -5.032 -3.398 0.11
H -6.250 -8.261 -3.868 0.28
H 1.023 -2.575 -4.772 0.21
```

Kohn-Sham gap = 0.3590 Ha
Spin multiplicity = 1

***

2.
The following is a DFT calculation (ωB97M-V/def2-TZVPD) of a cluster of 2 separate species, C4H11P3 in total.

```
18
Properties=species:S:1:pos:R:3:mulliken_charge:R:1
P 1.195 -0.600 2.401 -0.01
P -0.324 0.637 1.596 -0.08
P 0.661 -0.452 4.367 -0.06
C -0.377 0.043 -0.193 1.33
C -1.284 1.005 -0.961 -1.78
C 0.993 -0.012 -0.848 -1.56
C -1.008 -1.354 -0.170 -1.61
H 0.902 -0.357 -1.879 0.41
H 1.447 0.977 -0.850 0.39
H -0.319 -2.085 0.252 0.41
H -2.269 1.065 -0.501 0.45
H -1.411 0.663 -1.990 0.41
H 1.770 -1.172 4.815 0.03
H 1.656 -0.695 -0.322 0.40
H 1.846 2.187 1.475 -0.01
H -1.926 -1.367 0.421 0.45
H -1.251 -1.651 -1.190 0.38
H -0.852 2.002 -0.981 0.44
```

Kohn-Sham gap (alpha / beta) = 0.2620 / 0.2713 Ha
Spin multiplicity = 1

***

3.
The following is a DFT calculation (ωB97M-V/def2-TZVPD) of the ion C4H3ClNS with charge -1 in a non-equilibrium geometry.

```
10
Properties=species:S:1:pos:R:3:lowdin_spin:R:1
Cl -1.527 -1.906 0.596 0.22
S -1.384 -0.174 -1.932 0.72
N 0.447 1.113 1.030 0.13
C -0.752 0.727 0.733 0.32
C 1.257 0.430 0.233 0.23
C 0.674 -0.546 -0.511 0.20
C -0.739 -0.320 -0.365 0.16
H -1.556 1.156 1.290 0.02
H 1.193 -1.050 -1.297 0.00
H 2.387 0.570 0.223 0.01
```

Kohn-Sham gap (alpha / beta) = 0.1872 / 0.2233 Ha
Spin multiplicity = 3
Charge = -1

***

- Among the records above, which one has the highest spin multiplicity?
  C4H3ClNS

***

- Number 2 is which compound?
  C4H11P3